Record 1
Density functional theory data (ωB97M-V with the def2-TZVPD basis set) for a structure of composition C5H8N2.

Geometry as ORCA input:
```
! RIJCOSX wB97M-V def2-TZVPD def2/J DEFGRID3
* xyz 0 1
C 0.8260 0.9740 -1.5796
C 0.1793 -0.3200 -1.2150
C 1.0571 -0.9869 -0.3824
N 0.5361 -0.9432 0.8664
C -0.7373 -0.3958 0.8243
N -1.4449 -0.2975 2.0335
C -1.0321 -0.1030 -0.4700
H 1.7936 0.8128 -2.1009
H 0.2159 1.6266 -2.2302
H 0.8829 1.4001 -0.2475
H 2.1134 -1.1772 -0.5430
H 0.9709 -1.2739 1.7107
H -1.0353 0.4240 2.6200
H -2.4065 -0.0439 1.8474
H -1.8904 0.4561 -0.8311
*
```

Summary:
* E_HOMO: -7.4423 eV
* orbital gap: 8.36 eV
* total energy: -8291.9356 eV

---

Record 2
Density functional theory data (ωB97M-V with the def2-TZVPD basis set) for a structure of composition C6H8ClNOS2.

Geometry as ORCA input:
```
! RIJCOSX wB97M-V def2-TZVPD def2/J DEFGRID3
* xyz 0 1
C -2.4898 -0.6829 0.0611
C -3.9460 -0.7925 -0.1542
C 0.8975 2.8276 -0.5639
C 1.6314 1.7657 0.2183
C 1.8125 0.4058 -0.3503
C 3.1349 -0.2902 -0.1723
H -0.6162 0.6168 0.0553
H 1.5827 3.3309 -1.2553
H 0.0796 2.3873 -1.1412
H 0.4728 3.5823 0.1054
H 2.4615 2.1348 0.8210
H 1.3297 0.2140 -1.3062
H 3.8415 0.0305 -0.9434
H 3.5524 -0.0801 0.8150
N -5.0867 -0.8906 -0.3188
O -1.8275 -1.6271 0.3958
S -1.8859 0.9521 -0.2314
S 0.6779 0.4672 1.0527
Cl 2.9769 -2.0633 -0.3210
*
```

Summary:
* E_HOMO: -9.1124 eV
* orbital gap: 9.04 eV
* total energy: -44080.0191 eV

---

Record 3
Density functional theory data (ωB97M-V with the def2-TZVPD basis set) for a structure of composition C31H23IN2PS3V.

Geometry as ORCA input:
```
! RIJCOSX wB97M-V def2-TZVPD def2/J DEFGRID3
* xyz -1 4
V -0.6460 -0.4558 -0.6303
C -5.7175 -2.8453 3.4359
C -5.9400 -2.6495 2.0824
C -4.9873 -1.9972 1.3205
C -3.8062 -1.5401 1.8978
C -3.5715 -1.7807 3.2491
C -4.5307 -2.4175 4.0154
P -2.6357 -0.6504 0.7884
C -0.9714 -1.3382 1.1725
C -0.8812 -2.7426 0.8637
C -0.3318 -3.6388 1.7190
C -0.0446 -3.2452 3.0693
C -0.0504 -1.9533 3.4239
C -0.1266 -0.8937 2.3613
C -2.5286 0.9788 1.5664
C -3.3594 1.3999 2.5846
C -3.3116 2.7242 3.0320
C -2.4773 3.6299 2.4328
C -1.6022 3.2336 1.3987
C -0.6906 4.1344 0.8152
C 0.1752 3.7075 -0.1571
C 0.1491 2.3760 -0.5878
C -0.7313 1.4357 -0.0757
C -1.6153 1.8828 0.9504
H -6.4650 -3.3390 4.0419
H -6.8580 -2.9967 1.6241
H -5.1549 -1.8285 0.2637
H -2.6385 -1.4660 3.6969
H -4.3575 -2.5761 5.0734
H -1.2951 -3.0764 -0.0920
H -0.2274 -4.6797 1.4482
H 0.0855 -4.0258 3.8069
H 0.0745 -1.6360 4.4498
H -0.4958 0.0608 2.7641
H -4.0662 0.7192 3.0417
H -3.9500 3.0322 3.8500
H -2.4656 4.6657 2.7501
H -0.6704 5.1578 1.1630
H 0.8995 4.3958 -0.5773
H 0.8636 2.0768 -1.3533
S 1.9173 1.9823 -6.3356
C 2.0176 1.0122 -5.0140
S 0.6101 0.5637 -4.0445
C 1.7002 -0.4095 -2.9998
N 2.9206 -0.3375 -3.3837
N 3.1213 0.4370 -4.4707
C 4.4719 0.6095 -4.8161
C 4.9034 1.0324 -6.0677
C 6.2585 1.1801 -6.3070
C 7.1926 0.8999 -5.3242
C 6.7610 0.4517 -4.0854
C 5.4140 0.3075 -3.8297
S 1.1871 -1.3539 -1.7123
H 4.1928 1.2497 -6.8465
H 6.5863 1.5155 -7.2803
H 8.2485 1.0192 -5.5223
H 7.4765 0.2160 -3.3099
H 5.0652 -0.0415 -2.8709
I 2.6664 -0.0432 3.3294
C 1.2801 -0.6653 1.7957
H 1.6884 -1.5879 1.3784
H 1.2742 0.1234 1.0375
*
```

Summary:
* ⟨S²⟩: 3.778
* E_HOMO (alpha / beta): -4.1844 / -4.5820 eV
* orbital gap (alpha / beta): 6.62 / 7.01 eV
* total energy: -111083.3485 eV

---

Record 4
Density functional theory data (ωB97M-V with the def2-TZVPD basis set) for a cluster of 2 separate species, C3H12NOS in total.

Geometry as ORCA input:
```
! RIJCOSX wB97M-V def2-TZVPD def2/J DEFGRID3
* xyz 2 2
C -0.0375 0.7298 1.4037
C -0.1906 1.4644 0.0409
C 0.7385 1.1140 -1.1016
S -0.0617 1.0976 -2.8274
N -0.5324 -0.8493 1.0360
H 1.0716 0.5747 1.4735
H -0.5885 1.2303 2.1056
H -0.1589 2.5015 0.1396
H -1.2260 1.0685 0.0275
H 1.1015 0.0322 -1.0557
H 1.3652 1.9110 -1.2597
H -1.1122 0.4210 -2.4553
H 0.1756 -1.5516 1.1112
H -1.4663 -1.0051 1.4863
H -0.7055 -0.8055 -0.0587
H 0.9653 -4.0671 3.8336
H 0.1977 -2.7729 3.6929
O 0.2539 -3.6253 3.3608
*
```

Summary:
* ⟨S²⟩: 0.753
* E_HOMO (alpha / beta): -17.2769 / -17.2769 eV
* orbital gap (alpha / beta): 8.84 / 4.29 eV
* total energy: -17656.7048 eV

---

Record 5
Density functional theory data (ωB97M-V with the def2-TZVPD basis set) for a structure of composition C15H18BN7Ru.

Geometry as ORCA input:
```
! RIJCOSX wB97M-V def2-TZVPD def2/J DEFGRID3
* xyz 2 1
Ru 0.2640 -0.1058 -0.1281
C -3.2415 -1.6216 1.5092
C -1.9919 -1.0962 1.7561
N -1.4031 -0.8106 0.5715
N -2.2559 -1.1481 -0.4195
C -3.3734 -1.6357 0.1265
B -1.8508 -0.8639 -1.9084
N -0.6176 -1.6919 -2.2673
C -0.4697 -2.6077 -3.2292
C 0.8231 -3.0932 -3.1703
C 1.4256 -2.4139 -2.1236
N 0.5433 -1.5626 -1.5717
N -1.5240 0.6670 -2.0301
C -2.0688 1.5957 -2.8178
C -1.4599 2.8174 -2.5641
C -0.5325 2.5638 -1.5789
N -0.5831 1.2551 -1.2490
H -3.9638 -1.9510 2.2362
H -1.4830 -0.9111 2.6886
H -4.1940 -1.9604 -0.4944
H -2.7585 -1.1278 -2.6367
H -1.2867 -2.8525 -3.8893
H 1.2717 -3.8412 -3.8010
H 2.4316 -2.4980 -1.7457
H -2.8506 1.3350 -3.5143
H -1.6662 3.7618 -3.0373
H 0.1721 3.2297 -1.1071
C -0.0266 2.7258 2.0700
C 1.0970 1.7876 2.1854
C 2.1139 1.7757 3.2104
C 2.9751 0.7568 2.9284
C 2.4579 0.0869 1.7716
C 2.9746 -1.1366 1.1395
N 1.3516 0.7620 1.3384
H 0.0099 3.4631 2.8675
H -0.9867 2.2026 2.1346
H -0.0119 3.2502 1.1107
H 2.1901 2.5105 3.9989
H 3.8549 0.4527 3.4747
H 3.7949 -1.5500 1.7214
H 3.3530 -0.9109 0.1393
H 2.2077 -1.9222 1.0444
*
```

Summary:
* E_HOMO (alpha / beta): -14.5128 / -14.5149 eV
* orbital gap (alpha / beta): 4.25 / 4.26 eV
* total energy: -29519.0193 eV

---

Record 6
Density functional theory data (ωB97M-V with the def2-TZVPD basis set) for the ion C5H12NO with charge +1.

Geometry as ORCA input:
```
! RIJCOSX wB97M-V def2-TZVPD def2/J DEFGRID3
* xyz 1 1
C -0.8006 1.6078 -1.0318
O -1.0780 1.4892 0.3375
C 0.3622 0.7781 -1.5967
C 0.3250 -0.7635 -1.2857
C 0.9068 -1.3127 0.0155
C 0.1339 -1.2950 2.3516
N 0.4244 -0.7061 1.2688
H -0.6080 2.6475 -1.3212
H -1.6595 1.1785 -1.5718
H -1.8550 2.0143 0.5445
H 0.2794 0.7615 -2.6830
H 1.3148 1.1222 -1.2127
H 0.9659 -1.1519 -2.0639
H -0.6409 -1.1192 -1.5983
H 1.9729 -1.1810 -0.0161
H 0.7150 -2.3762 -0.0516
H -0.5303 -0.7903 3.0217
H 0.3225 -2.3750 2.4079
H -0.3379 -0.0168 1.0546
*
```

Summary:
* E_HOMO: -14.5557 eV
* orbital gap: 9.48 eV
* total energy: -8909.1130 eV
* structure (SMILES): C=[NH+]CCCCO

---

Copy entry 3 word for word.
Density functional theory data (ωB97M-V with the def2-TZVPD basis set) for a structure of composition C31H23IN2PS3V.

Geometry as ORCA input:
```
! RIJCOSX wB97M-V def2-TZVPD def2/J DEFGRID3
* xyz -1 4
V -0.6460 -0.4558 -0.6303
C -5.7175 -2.8453 3.4359
C -5.9400 -2.6495 2.0824
C -4.9873 -1.9972 1.3205
C -3.8062 -1.5401 1.8978
C -3.5715 -1.7807 3.2491
C -4.5307 -2.4175 4.0154
P -2.6357 -0.6504 0.7884
C -0.9714 -1.3382 1.1725
C -0.8812 -2.7426 0.8637
C -0.3318 -3.6388 1.7190
C -0.0446 -3.2452 3.0693
C -0.0504 -1.9533 3.4239
C -0.1266 -0.8937 2.3613
C -2.5286 0.9788 1.5664
C -3.3594 1.3999 2.5846
C -3.3116 2.7242 3.0320
C -2.4773 3.6299 2.4328
C -1.6022 3.2336 1.3987
C -0.6906 4.1344 0.8152
C 0.1752 3.7075 -0.1571
C 0.1491 2.3760 -0.5878
C -0.7313 1.4357 -0.0757
C -1.6153 1.8828 0.9504
H -6.4650 -3.3390 4.0419
H -6.8580 -2.9967 1.6241
H -5.1549 -1.8285 0.2637
H -2.6385 -1.4660 3.6969
H -4.3575 -2.5761 5.0734
H -1.2951 -3.0764 -0.0920
H -0.2274 -4.6797 1.4482
H 0.0855 -4.0258 3.8069
H 0.0745 -1.6360 4.4498
H -0.4958 0.0608 2.7641
H -4.0662 0.7192 3.0417
H -3.9500 3.0322 3.8500
H -2.4656 4.6657 2.7501
H -0.6704 5.1578 1.1630
H 0.8995 4.3958 -0.5773
H 0.8636 2.0768 -1.3533
S 1.9173 1.9823 -6.3356
C 2.0176 1.0122 -5.0140
S 0.6101 0.5637 -4.0445
C 1.7002 -0.4095 -2.9998
N 2.9206 -0.3375 -3.3837
N 3.1213 0.4370 -4.4707
C 4.4719 0.6095 -4.8161
C 4.9034 1.0324 -6.0677
C 6.2585 1.1801 -6.3070
C 7.1926 0.8999 -5.3242
C 6.7610 0.4517 -4.0854
C 5.4140 0.3075 -3.8297
S 1.1871 -1.3539 -1.7123
H 4.1928 1.2497 -6.8465
H 6.5863 1.5155 -7.2803
H 8.2485 1.0192 -5.5223
H 7.4765 0.2160 -3.3099
H 5.0652 -0.0415 -2.8709
I 2.6664 -0.0432 3.3294
C 1.2801 -0.6653 1.7957
H 1.6884 -1.5879 1.3784
H 1.2742 0.1234 1.0375
*
```

Summary:
* ⟨S²⟩: 3.778
* E_HOMO (alpha / beta): -4.1844 / -4.5820 eV
* orbital gap (alpha / beta): 6.62 / 7.01 eV
* total energy: -111083.3485 eV